Formula: C20H31FN3OSSiV
Source: the Open Molecules 2025 dataset
Level of theory: the ωB97M-V functional and the def2-TZVPD basis

Properties
- HOMO (spin up / spin down): -13.916 / -13.950 eV
- Frontier orbital gap (spin up / spin down): 6.6834 / 7.6682 eV
- Charge: +2
- Spin multiplicity: 3

```
59
Properties=species:S:1:pos:R:3:lowdin_charge:R:1
V -0.5183 -1.1803 -0.3523 0.79
C 1.0355 -1.7049 -2.8892 -0.15
Si 2.3478 -1.6112 -1.4928 0.55
C 3.2534 0.0659 -1.5845 -0.13
C 3.3518 -3.2166 -1.3802 -0.13
N 1.2305 -1.4471 -0.0879 -0.23
C 1.7128 -1.5134 1.1819 -0.31
C 3.0481 -1.3859 1.5935 0.00
C 3.3857 -1.4722 2.9310 -0.04
C 2.4195 -1.7085 3.9007 -0.03
C 1.0842 -1.8474 3.5355 0.02
C 0.7764 -1.7252 2.2046 -0.16
F -0.5352 -1.8375 1.7193 -0.02
H 1.5323 -1.8461 -3.8437 0.06
H 0.4717 -0.7708 -2.9813 0.01
H 0.3559 -2.5517 -2.7834 0.02
H 3.7203 0.1836 -2.5573 0.04
H 4.0401 0.1529 -0.8415 0.03
H 2.5669 0.8990 -1.4307 0.03
H 3.9597 -3.3220 -2.2732 0.04
H 2.7172 -4.0974 -1.3122 0.04
H 4.0237 -3.2324 -0.5284 0.03
H 3.8104 -1.1867 0.8621 0.09
H 4.4164 -1.3546 3.2333 0.12
H 2.7011 -1.7778 4.9393 0.12
H 0.3243 -2.0450 4.2745 0.13
C -3.3904 -0.4191 1.4012 -0.05
C -3.4002 -1.7259 0.6292 -0.22
O -2.5557 -1.5952 -0.5298 -0.31
C -2.7441 -2.6360 -1.4828 -0.23
C -1.8487 -3.8326 -1.1679 -0.03
H -3.9152 -0.5523 2.3421 0.10
H -3.8950 0.3599 0.8315 0.10
H -2.3704 -0.1016 1.6265 0.03
H -4.4210 -1.9500 0.2935 0.14
H -3.0453 -2.5572 1.2544 0.13
H -2.4961 -2.2105 -2.4672 0.13
H -3.7959 -2.9427 -1.4977 0.14
H -0.8072 -3.4962 -1.0021 0.05
H -1.8616 -4.5346 -1.9991 0.11
H -2.1951 -4.3534 -0.2744 0.10
N -1.1684 1.4064 -2.3627 0.13
C -0.7948 2.0193 -1.2208 -0.68
S -0.3053 1.0742 0.1174 0.86
N -0.8034 3.3415 -1.2062 0.10
C -0.6747 4.2971 -0.1763 -0.23
C -0.0919 4.0706 1.0658 -0.05
C -0.1360 5.0726 2.0229 -0.05
C -0.7429 6.2892 1.7538 -0.05
C -1.2621 6.5356 0.4904 -0.05
C -1.2176 5.5493 -0.4727 -0.02
H -1.2525 0.3974 -2.3862 0.07
H -1.4843 1.9282 -3.1693 0.14
H -1.1196 3.7842 -2.0671 0.16
H 0.3978 3.1391 1.2963 0.05
H 0.3023 4.8962 2.9936 0.12
H -0.8077 7.0442 2.5211 0.12
H -1.7086 7.4902 0.2623 0.12
H -1.6227 5.7437 -1.4552 0.12
```

=====

Formula: C20H31FO14S
Source: the Open Molecules 2025 dataset
Level of theory: the ωB97M-V functional and the def2-TZVPD basis

Properties
- HOMO: -10.608 eV
- SMILES: CCOC1=C(S(=O)(=O)F)C(=O)C=CC1=O.CCOC(=O)OC.CCOC(=O)OC.CCOC(=O)OC
- Frontier orbital gap: 8.8390 eV
- Energy above the lowest of the compared OMol25 structures with the same formula, charge and spin: 108.8 kJ/mol

```
67
Properties=species:S:1:pos:R:3:lowdin_charge:R:1
C -0.5667 3.1841 -0.7103 -0.06
C -1.0600 2.0615 -1.6616 -0.19
O -2.3387 2.3078 -2.2976 -0.01
C -3.1745 3.0471 -1.5498 -0.20
C -3.7442 2.6288 -0.4067 -0.10
S -3.5334 0.9839 0.2784 0.72
O -3.3600 0.0061 -0.7672 -0.25
O -4.7463 0.6582 0.9955 -0.26
F -2.2953 0.8620 1.2799 -0.14
C -4.6214 3.6659 0.3188 -0.35
O -4.6602 3.6675 1.5036 0.14
C -5.3734 4.6877 -0.5299 0.04
C -4.7959 5.0690 -1.6622 0.03
C -3.4519 4.4804 -2.0866 -0.29
O -2.6847 5.0526 -2.7675 0.18
H -1.1357 3.2132 0.2398 0.07
H 0.4653 2.9030 -0.4147 0.10
H -0.5514 4.1899 -1.1644 0.09
H -1.0598 1.1222 -1.0710 0.10
H -0.2668 1.9300 -2.4211 0.13
H -6.3464 5.0885 -0.2198 0.13
H -5.2956 5.8032 -2.3100 0.13
C -0.9995 -3.3161 -1.3597 -0.06
C -0.1030 -2.4070 -2.1635 -0.21
O 0.7681 -1.6521 -1.3092 0.03
C 1.8344 -2.3100 -0.8510 -0.63
O 2.1237 -3.4530 -1.1001 0.11
O 2.5146 -1.4863 -0.0466 0.01
C 3.6399 -2.0870 0.5997 -0.03
H -1.5374 -2.7403 -0.6041 0.08
H -1.7243 -3.8153 -2.0037 0.08
H -0.4307 -4.0828 -0.8324 0.08
H -0.7197 -1.6845 -2.6985 0.12
H 0.4767 -2.9531 -2.9098 0.12
H 4.3044 -2.5640 -0.1174 0.08
H 3.3007 -2.8088 1.3429 0.10
H 4.1861 -1.2942 1.1055 0.10
C -4.7139 0.3069 4.1422 -0.07
C -3.9536 -0.9440 3.7636 -0.21
O -2.7773 -1.0956 4.5750 0.04
C -2.9835 -1.5676 5.8049 -0.61
O -4.0444 -1.8838 6.2786 0.12
O -1.8019 -1.6136 6.4339 0.00
C -1.8875 -2.0197 7.7992 -0.05
H -4.0596 1.1805 4.1121 0.08
H -5.5501 0.4688 3.4636 0.07
H -5.1038 0.2310 5.1584 0.08
H -3.6198 -0.8597 2.7321 0.09
H -4.5759 -1.8382 3.8212 0.13
H -2.4254 -2.9615 7.8993 0.09
H -2.3693 -1.2410 8.3910 0.10
H -0.8715 -2.1577 8.1630 0.09
C 8.5401 -0.0334 -4.3860 -0.07
C 7.7213 0.5636 -3.2596 -0.21
O 6.3232 0.2989 -3.4352 0.04
C 5.9260 -0.9333 -3.1042 -0.60
O 6.6255 -1.8120 -2.6686 0.12
O 4.6179 -1.0277 -3.3566 0.02
C 4.0745 -2.3313 -3.1308 -0.02
H 8.1634 0.3042 -5.3533 0.08
H 9.5882 0.2539 -4.2935 0.08
H 8.4814 -1.1221 -4.3814 0.07
H 7.8299 1.6480 -3.2640 0.12
H 8.0591 0.2079 -2.2851 0.12
H 4.3098 -2.6912 -2.1349 0.07
H 4.4455 -3.0251 -3.8857 0.11
H 2.9945 -2.2631 -3.2268 0.09
```